This record from the Open Molecules 2025 dataset describes one molecule with the formula CH5IN2 at a distorted geometry. The level of theory is ωB97M-V/def2-TZVPD.

XYZ file:
```
9
Properties=species:S:1:pos:R:3
C -0.3321 -1.0248 0.1100
N -0.3693 1.2779 -0.0108
N 0.3879 0.2376 0.3939
I 2.6708 -0.1847 -0.1485
H 0.5288 -1.7549 0.4102
H -1.2666 -1.0370 0.7781
H -0.5238 -1.0048 -0.9738
H -0.0386 2.1736 0.2411
H -1.0572 1.3170 -0.8002
```

## Properties
- SMILES: CN(N)I
- Gap between HOMO and LUMO (spin up / spin down): 7.461 / 7.728 eV
- Energy relative to the best compared isomer or geometry (same formula, charge and spin): 28.1 kcal/mol
- LUMO energy (spin up / spin down): -0.80 / -0.41 eV

---

This record from the Open Molecules 2025 dataset describes C40H45BaF3N6O3S2Si2 as an isolated structure at a distorted geometry. The level of theory is ωB97M-V/def2-TZVPD.

XYZ file:
```
102
Properties=species:S:1:pos:R:3
Ba -0.1299 -0.9535 -0.2806
O -3.6813 -2.7118 2.1849
C -2.7074 -2.0081 1.8816
N -1.5476 -2.3636 1.3653
C -1.2056 -3.7110 1.3759
C -1.5169 -4.5071 2.4786
C -1.1452 -5.8337 2.5607
C -0.4300 -6.4036 1.5217
C -0.0837 -5.6310 0.4289
C -0.4518 -4.2859 0.3252
N -0.0125 -3.5005 -0.7296
C 0.0449 -4.0061 -1.9501
O -0.4386 -5.0613 -2.3968
C 0.8390 -3.1557 -2.9080
C 1.3620 -3.7766 -4.0483
C 2.1422 -3.0446 -4.9201
C 2.3377 -1.6984 -4.6451
C 1.7589 -1.1656 -3.5035
N 1.0520 -1.8731 -2.6403
C -2.9098 -0.5014 2.1588
C -3.2726 -0.2617 3.5951
C -3.8166 0.8985 3.9351
C -4.0669 1.9264 2.8727
C -4.3846 1.1649 1.5945
N -3.9031 0.0340 1.2905
H -2.0785 -4.0639 3.2862
H -1.4210 -6.4195 3.4309
H -0.1466 -7.4486 1.5634
H 0.5001 -6.0609 -0.3741
H 1.1432 -4.8212 -4.2116
H 2.5943 -3.5008 -5.7936
H 2.9191 -1.0657 -5.2999
H 1.8691 -0.1197 -3.2711
H -3.1010 -1.0601 4.2987
H -4.1292 1.1276 4.9444
H -4.9012 2.5830 3.1578
H -5.1220 1.5878 0.9207
F -1.4040 2.3046 4.3626
C -2.0313 3.2616 3.6637
F -1.0768 4.1446 3.3151
F -2.7922 3.9150 4.5932
C -2.8702 2.8188 2.4465
C -3.3947 4.0808 1.7972
C -3.0263 4.4577 0.5546
C -2.2119 3.6322 -0.2431
N -1.7676 2.4694 0.2086
C -2.0351 2.0626 1.4179
S -1.3329 0.5489 1.9370
H -4.0107 4.7188 2.4194
H -3.3979 5.3910 0.1481
H -1.8999 3.9293 -1.2333
C 1.5340 3.4984 0.9175
Si 2.7796 2.1572 1.4520
C 4.4362 3.1538 1.6590
C 2.3507 1.6474 3.2449
C 3.0761 0.8083 0.1854
C 2.6825 1.2414 -1.1178
C 3.6004 1.4614 -2.1766
C 3.1865 2.0677 -3.3338
C 1.8401 2.4210 -3.4768
C 0.9819 2.0708 -2.4456
N 1.3692 1.4988 -1.3261
Si 4.4132 -0.4638 0.3364
C 4.3628 -1.7048 -1.1254
C 4.0852 -1.5420 1.8824
C 6.2907 0.0174 0.4820
H 1.3947 4.2604 1.6799
H 0.5697 3.0479 0.7174
H 1.8527 3.9894 0.0042
H 4.2965 4.0769 2.2165
H 4.8557 3.4141 0.6920
H 5.1736 2.5558 2.1849
H 2.1634 2.5233 3.8597
H 3.1576 1.0895 3.7100
H 1.4584 1.0325 3.2640
H 4.6368 1.1970 -2.0263
H 3.8956 2.2799 -4.1286
H 1.4855 2.9386 -4.3559
H -0.0861 2.2422 -2.5222
H 3.4530 -2.2954 -1.0565
H 5.2120 -2.3824 -1.1235
H 4.3453 -1.1963 -2.0824
H 3.0753 -1.9435 1.8263
H 4.1584 -0.9572 2.7928
H 4.7759 -2.3759 1.9654
H 6.6101 0.6426 -0.3457
H 6.9413 -0.8533 0.5026
H 6.4696 0.5800 1.3937
O -1.5714 -0.3618 -1.8515
S -2.7431 0.2542 -1.2002
C -3.3682 1.3789 -2.5466
C -4.6952 0.8431 -3.0492
C -4.6089 -0.6748 -2.9282
C -4.1209 -0.9273 -1.5183
H -2.5847 1.3274 -3.3000
H -3.4285 2.3865 -2.1449
H -4.8959 1.1605 -4.0759
H -5.5052 1.2110 -2.4147
H -3.8808 -1.0644 -3.6424
H -5.5736 -1.1505 -3.1215
H -3.7393 -1.9290 -1.3459
H -4.8762 -0.6953 -0.7726
```

## Properties
- Charge: -2
- Gap between HOMO and LUMO: 5.356 eV
- Energy relative to the best compared isomer or geometry (same formula, charge and spin): 48.1 kcal/mol
- LUMO energy: 3.85 eV

---

This record from the Open Molecules 2025 dataset describes C50H44BN12PRbS as an isolated structure. The level of theory is ωB97M-V/def2-TZVPD.

XYZ file:
```
110
Properties=species:S:1:pos:R:3
Rb -0.5774 1.0345 -0.4081
C 1.6102 5.0185 -1.1475
C 2.2022 3.7392 -1.1205
N 2.1479 3.2057 0.0933
N 1.5213 4.1188 0.8636
C 1.1790 5.2085 0.1433
B 1.1306 3.8435 2.3310
N -0.4051 3.9291 2.4298
C -1.2001 4.2182 3.4861
C -2.5071 4.1093 3.0685
C -2.4107 3.7277 1.7154
N -1.1480 3.6269 1.3366
N 1.6303 2.4529 2.7671
C 2.8028 2.1492 3.3654
C 2.8786 0.7790 3.4766
C 1.6753 0.3262 2.8987
N 0.9344 1.3378 2.4740
N 1.8663 4.9041 3.2052
C 2.9604 5.6098 2.8352
C 3.3986 6.3189 3.9307
C 2.4869 5.9685 4.9455
N 1.5740 5.1146 4.5065
H 1.4905 5.6857 -1.9859
H 2.6650 3.1902 -1.9286
H 0.6447 6.0290 0.5967
H -0.7728 4.4744 4.4417
H -3.3974 4.2664 3.6568
H -3.1982 3.5113 1.0086
H 3.4911 2.9219 3.6718
H 3.6743 0.1942 3.9098
H 1.3129 -0.6869 2.7870
H 3.3500 5.5488 1.8315
H 4.2425 6.9873 3.9892
H 2.4566 6.2992 5.9742
N -0.2681 4.2875 -4.4751
C -0.8010 3.0134 -4.2706
S -2.4948 2.8295 -4.2413
N 0.1085 2.0703 -4.2292
N -0.1798 0.8896 -3.7002
C 0.3219 -0.1788 -4.2266
C 1.0425 -0.1948 -5.5358
C 2.0964 0.6782 -5.8069
C 2.7313 0.6633 -7.0423
C 2.3215 -0.2175 -8.0352
C 1.2711 -1.0895 -7.7786
C 0.6416 -1.0752 -6.5418
C 0.1439 -1.4533 -3.4834
C 0.9708 -2.5553 -3.7564
C 0.7932 -3.7364 -3.0601
C -0.2014 -3.8081 -2.0984
C -0.9522 -2.6647 -1.8662
N -0.7954 -1.5202 -2.5276
H -0.9275 5.0054 -4.2283
H 0.6504 4.4023 -4.0733
H 2.4089 1.3749 -5.0425
H 3.5465 1.3517 -7.2340
H 2.8096 -0.2173 -9.0029
H 0.9363 -1.7780 -8.5465
H -0.1819 -1.7533 -6.3454
H 1.7501 -2.4676 -4.5022
H 1.4371 -4.5875 -3.2534
H -0.3819 -4.7123 -1.5298
H -1.7453 -2.6672 -1.1253
C -2.3348 -6.1183 2.0627
C -3.3341 -5.2921 2.5706
C -3.2277 -3.9134 2.4575
C -2.1193 -3.3268 1.8415
C -1.1247 -4.1680 1.3501
C -1.2267 -5.5534 1.4521
P -1.9476 -1.5037 1.5514
C -2.4697 -0.8822 3.2193
C -2.1386 -1.5922 4.3773
C -2.4437 -1.0947 5.6379
C -3.0720 0.1363 5.7667
C -3.3762 0.8650 4.6245
C -3.0720 0.3686 3.3629
C -3.3946 -1.1391 0.4699
C -4.2625 -2.1142 -0.0455
C -5.3041 -1.7229 -0.8745
C -5.4715 -0.3734 -1.1718
C -4.5840 0.5707 -0.6595
C -3.4895 0.2319 0.1588
H -2.4276 -7.1957 2.1394
H -4.2045 -5.7271 3.0491
H -4.0139 -3.2760 2.8454
H -0.2587 -3.7246 0.8700
H -0.4414 -6.1861 1.0507
H -1.6349 -2.5493 4.2982
H -2.1845 -1.6705 6.5200
H -3.3055 0.5299 6.7497
H -3.8384 1.8412 4.7121
H -3.2915 0.9406 2.4662
H -4.1354 -3.1704 0.1744
H -5.9748 -2.4666 -1.2930
H -6.2806 -0.0678 -1.8317
H -4.7362 1.6095 -0.9499
C 2.0976 -1.7936 -0.3328
C 2.9349 -2.9121 -0.3956
C 4.0056 -2.9851 -1.3218
C 4.7961 -4.1109 -1.4125
C 4.5599 -5.2141 -0.5903
C 3.5184 -5.1616 0.3387
C 2.7262 -4.0380 0.4412
H 2.2403 -0.9510 -0.9972
H 1.2494 -1.7669 0.3422
H 4.1851 -2.1368 -1.9720
H 5.6068 -4.1383 -2.1298
H 5.1798 -6.0971 -0.6698
H 3.3310 -6.0116 0.9833
H 1.9279 -3.9997 1.1744
```

## Properties
- Charge: -2
- Gap between HOMO and LUMO (spin up / spin down): 5.429 / 4.869 eV
- Energy relative to the best compared isomer or geometry (same formula, charge and spin): 0.0 kcal/mol
- Spin multiplicity: 2
- LUMO energy (spin up / spin down): 3.66 / 3.10 eV

---

This record from the Open Molecules 2025 dataset describes C20H18F4N5SbSe4Zn as an isolated structure. The level of theory is ωB97M-V/def2-TZVPD.

XYZ file:
```
53
Properties=species:S:1:pos:R:3
Zn -0.3273 1.3555 -1.5606
C -0.3139 5.3678 -0.5073
N -0.0846 4.1079 0.1496
C 1.2456 4.0236 0.6950
C -1.1194 3.7248 1.0806
C -1.2691 2.2123 1.2039
N -1.6959 1.6484 -0.0660
C -2.7726 0.8261 -0.0486
C -3.6575 0.7909 -1.1550
F -3.4416 1.6233 -2.1797
C -4.7611 -0.0239 -1.1951
F -5.5687 0.0331 -2.2753
C -5.1005 -0.8728 -0.1535
C -4.2472 -0.8688 0.9281
F -4.4910 -1.7013 1.9667
C -3.1231 -0.0722 0.9821
F -2.2895 -0.2428 2.0365
H -0.2723 6.2303 0.1903
H -1.2929 5.3618 -0.9888
H 0.4407 5.5112 -1.2830
H 1.4379 4.8166 1.4472
H 1.9719 4.1161 -0.1151
H 1.4003 3.0563 1.1738
H -2.0686 4.1162 0.7084
H -0.9478 4.1721 2.0828
H -2.0080 2.0351 1.9902
H -0.3277 1.7744 1.5638
H -5.9671 -1.5150 -0.1990
Se 2.4593 -2.6049 -3.1738
Sb 1.0257 -0.9297 -4.2863
Se -1.0357 -0.6447 -2.8113
Se 0.9574 2.8738 -2.9407
Se 2.4685 1.1829 -3.6114
N 2.4511 -8.2087 1.5028
C 2.3857 -7.0806 1.2828
C 2.3095 -5.6651 1.0286
C 3.1840 -4.8047 1.6882
C 3.1058 -3.4433 1.4559
C 2.1715 -2.9482 0.5553
C 1.3056 -3.8023 -0.1217
C 1.3713 -5.1603 0.1284
N 2.1057 -1.5635 0.3113
C 3.1687 -0.6793 0.2001
C 2.6260 0.4990 -0.1935
N 1.2596 0.3669 -0.3132
C 0.9852 -0.8779 -0.0232
H 3.9095 -5.2021 2.3854
H 3.7617 -2.7578 1.9764
H 0.6405 -3.4041 -0.8785
H 0.7154 -5.8350 -0.4048
H 4.1895 -1.0032 0.3061
H 3.1229 1.4148 -0.4641
H 0.0064 -1.3288 -0.0713
```

## Properties
- Charge: -2
- Gap between HOMO and LUMO: 5.263 eV
- Energy relative to the best compared isomer or geometry (same formula, charge and spin): 0.0 kcal/mol
- LUMO energy: 4.26 eV

---

This record from the Open Molecules 2025 dataset describes a 3-piece molecular cluster, C30H42BrF6N2O12P overall. The level of theory is ωB97M-V/def2-TZVPD.

XYZ file:
```
94
Properties=species:S:1:pos:R:3
C -7.0198 -1.3529 0.5522
C -5.7407 -1.3914 -0.2584
O -5.6442 -0.2311 -1.0704
C -4.4527 0.5015 -0.9088
C -3.2048 -0.2129 -1.4181
C -2.1773 0.7650 -1.9834
C -1.0405 0.1019 -2.7468
C 0.2179 -0.3194 -1.9523
C 0.0010 -0.7273 -0.5261
C -0.2536 -2.0200 -0.1355
C -0.2452 -3.0885 -1.1932
C -1.5344 -3.2360 -2.0107
C -2.8657 -3.2084 -1.2755
Br -1.3766 -4.9379 -2.9875
C -0.4722 -2.3240 1.2420
C -0.8059 -3.7627 1.6342
F 0.2789 -4.4165 2.0677
F -1.3151 -4.5000 0.6389
F -1.7489 -3.7747 2.5908
C -0.3671 -1.3645 2.2299
P -0.3959 -1.5804 4.0579
O 0.3670 -0.5893 4.8142
O -1.9413 -1.6471 4.4504
O 0.0878 -3.0665 4.2774
C -0.1738 -0.0248 1.8084
N -0.2362 0.9832 2.7136
C -0.0173 2.1908 2.3251
C -0.1085 3.2517 3.4010
F -0.5260 2.7686 4.5549
F -0.9600 4.2374 3.0309
F 1.0845 3.8439 3.5926
C 0.3157 2.5130 0.9763
C 0.6348 3.9014 0.4907
C -0.5918 4.5639 -0.1072
O -1.1323 4.1474 -1.0924
O -0.9863 5.7008 0.5402
N 0.3287 1.5617 0.0941
C 0.0460 0.2799 0.4591
H -7.1473 -0.3753 1.0063
H -6.9861 -2.1097 1.3329
H -7.8790 -1.5663 -0.0765
H -5.7479 -2.2656 -0.9094
H -4.8802 -1.4639 0.4081
H -4.5937 1.4270 -1.4620
H -4.3192 0.7596 0.1477
H -2.7411 -0.7552 -0.5890
H -3.4770 -0.9509 -2.1725
H -2.6893 1.4442 -2.6641
H -1.8037 1.3968 -1.1874
H -0.7043 0.8099 -3.5011
H -1.4374 -0.7465 -3.3030
H 0.9061 0.5183 -1.9665
H 0.7079 -1.1163 -2.5002
H 0.5438 -2.8610 -1.9009
H 0.0347 -4.0495 -0.7860
H -1.5537 -2.5137 -2.8167
H -2.8145 -2.6200 -0.3618
H -3.2005 -4.2035 -1.0105
H -3.6317 -2.7699 -1.9102
H -2.2080 -0.7719 4.7632
H -0.2880 -3.4197 5.0938
H 1.3443 3.7859 -0.3233
H 1.0851 4.5151 1.2606
H -1.8207 5.5436 0.9978
C 3.6803 -8.2243 -6.0867
C 2.2676 -7.7078 -5.9261
O 2.2379 -6.2981 -5.6462
C 2.4267 -5.5043 -6.6959
O 2.5910 -5.8549 -7.8355
O 2.3908 -4.2400 -6.2727
C 2.6139 -3.2683 -7.2981
H 4.2773 -7.9743 -5.2092
H 3.6679 -9.3079 -6.2027
H 4.1569 -7.7893 -6.9636
H 1.7847 -8.1631 -5.0642
H 1.6622 -7.9128 -6.8080
H 1.9308 -3.4207 -8.1302
H 3.6412 -3.3210 -7.6541
H 2.4304 -2.3042 -6.8341
C 3.2037 5.5092 5.0981
C 4.6959 5.6628 5.2895
O 5.1904 6.8872 4.7195
C 4.9733 7.9811 5.4450
O 4.4398 8.0278 6.5227
O 5.4497 9.0272 4.7698
C 5.2472 10.2887 5.4130
H 2.9484 5.6023 4.0431
H 2.8804 4.5323 5.4541
H 2.6606 6.2748 5.6504
H 5.2366 4.8809 4.7603
H 4.9727 5.6160 6.3420
H 5.6350 10.2709 6.4286
H 4.1882 10.5398 5.4303
H 5.7915 11.0133 4.8157
```

## Properties
- SMILES: CCOCCCCCc1c(C[C@H](C)Br)c(C(F)(F)F)c(P(=O)(O)O)c2nc(C(F)(F)F)c(CC(=O)O)nc12.CCOC(=O)OC.CCOC(=O)OC
- Gap between HOMO and LUMO: 8.350 eV
- LUMO energy: -1.31 eV

---

This record from the Open Molecules 2025 dataset describes a 2-piece molecular cluster, C3H10NO2S2 overall at a distorted geometry. The level of theory is ωB97M-V/def2-TZVPD.

XYZ file:
```
18
Properties=species:S:1:pos:R:3
N 1.2435 1.0880 0.7144
C 0.5426 -0.0474 0.1194
C -0.3464 -0.6394 1.2331
O -1.6116 -0.0193 1.3920
C 1.2553 -1.2452 -0.5037
S 0.1557 -1.9676 -1.7908
S -0.5682 -0.4277 -2.8860
H 2.0905 0.9553 1.2419
H 1.3199 1.8296 0.0352
H -0.1216 0.3805 -0.6267
H -0.4956 -1.7267 1.2193
H 0.1741 -0.6175 2.2030
H 1.5560 -2.0124 0.2081
H 2.1463 -0.8667 -1.0225
H -1.2459 2.0866 -0.1353
H -2.0472 1.2841 -1.3252
H -1.9778 0.0370 0.5117
O -2.0698 1.9086 -0.5877
```

## Properties
- Charge: -1
- Gap between HOMO and LUMO: 6.275 eV
- Energy relative to the best compared isomer or geometry (same formula, charge and spin): 14.8 kcal/mol
- LUMO energy: 3.60 eV